{"formula": "C5H8N", "method": "ωB97M-V with the def2-TZVPD basis set", "multiplicity": 3, "mol_weight_g_mol": 82.13, "max_force_ev_per_a": 6.1, "e_tot_ev": -6791.061, "lumo_energy_ev": [-4.479, -5.958], "e_homo_ev": [-12.89, -16.50], "gap_ha": [0.309, 0.387], "charge": 1, "relative_energy_kcal_mol": 81.1, "symbols": ["C", "C", "C", "C", "C", "N", "H", "H", "H", "H", "H", "H", "H", "H"], "xyz": [[-1.241, 0.625, 0.723], [-1.927, -0.547, -0.748], [0.604, -0.501, -0.309], [-2.626, 0.286, 0.234], [1.676, 0.228, 0.259], [-0.587, -0.172, -0.272], [-0.836, 1.598, 0.748], [-1.186, 0.251, 1.815], [-2.146, -1.641, -1.079], [-2.065, 0.134, -1.680], [0.770, -1.415, -1.017], [2.451, 0.269, -0.509], [2.180, -0.379, 1.004], [1.268, 1.138, 0.649]]}



{"formula": "C5H8N2", "method": "ωB97M-V with the def2-TZVPD basis set", "multiplicity": 1, "mol_weight_g_mol": 96.13, "max_force_ev_per_a": 5.4, "e_tot_ev": -8291.932, "lumo_energy_ev": 1.013, "e_homo_ev": -8.58, "gap_ha": 0.353, "smiles": "NN=C1CC=CC1", "relative_energy_kcal_mol": 70.7, "symbols": ["N", "N", "C", "C", "C", "C", "C", "H", "H", "H", "H", "H", "H", "H", "H"], "xyz": [[1.608, -2.067, 0.181], [1.253, -1.138, -0.803], [0.448, -0.251, -0.472], [-0.270, 0.839, -1.328], [-1.198, 1.546, -0.456], [-1.156, 1.051, 0.831], [-0.046, 0.021, 1.024], [1.200, -1.966, 1.132], [1.580, -3.069, -0.158], [-0.622, 0.330, -2.318], [0.640, 1.439, -1.382], [-1.792, 2.343, -0.663], [-2.004, 1.350, 1.522], [0.828, 0.514, 1.540], [-0.470, -0.940, 1.352]]}



{"formula": "C5H8N2", "method": "ωB97M-V with the def2-TZVPD basis set", "multiplicity": 1, "mol_weight_g_mol": 96.13, "max_force_ev_per_a": 3.5, "e_tot_ev": -8289.794, "lumo_energy_ev": 0.976, "e_homo_ev": -7.57, "gap_ha": 0.314, "relative_energy_kcal_mol": 120.0, "symbols": ["N", "C", "C", "N", "C", "C", "C", "H", "H", "H", "H", "H", "H", "H", "H"], "xyz": [[-0.509, -1.948, 0.937], [-0.878, -0.598, 0.546], [-0.534, 0.504, 1.562], [0.053, 1.470, 1.132], [-0.225, -0.192, -0.799], [1.286, -0.062, -0.883], [0.396, 1.133, -0.856], [-0.919, -2.163, 1.846], [0.504, -1.994, 1.056], [-1.975, -0.573, 0.435], [-0.756, -0.575, -1.669], [1.878, -0.277, 0.010], [1.778, -0.366, -1.807], [0.281, 1.842, -1.674], [0.587, 2.284, 0.916]]}



{"formula": "C5H8N2", "method": "ωB97M-V with the def2-TZVPD basis set", "multiplicity": 1, "mol_weight_g_mol": 96.13, "max_force_ev_per_a": 0.7, "e_tot_ev": -8289.470, "lumo_energy_ev": [0.628, 0.627], "e_homo_ev": [-7.52, -7.52], "gap_ha": [0.300, 0.300], "relative_energy_kcal_mol": 127.4, "symbols": ["N", "C", "C", "N", "C", "C", "C", "H", "H", "H", "H", "H", "H", "H", "H"], "xyz": [[-1.445, 0.044, 1.583], [-0.065, 0.101, 1.161], [0.681, -1.226, 1.008], [1.379, -1.430, 0.040], [0.095, 0.839, -0.191], [-0.425, 0.198, -1.457], [1.031, 0.296, -1.165], [-1.529, -0.437, 2.472], [-1.997, -0.467, 0.900], [0.495, 0.652, 1.930], [-0.001, 1.916, -0.078], [-0.893, -0.787, -1.382], [-0.883, 0.837, -2.211], [1.740, 0.889, -1.736], [1.818, -1.424, -0.873]]}